# 1
A 9-piece molecular cluster, C12H35ClNO11S overall. Source: OMol25; level of theory: ωB97M-V/def2-TZVPD.

Last columns: bonded neighbours and bond lengths (Å).
Element x y z (Å)
1 Cl 0.63580 0.12612 0.30872  O4 1.475, O5 1.462, O10 1.416, O12 1.419
2 S 0.01689 -2.89453 -4.73874  O8 1.573, C16 1.922, C22 1.878
3 O -2.73351 -0.59348 -3.93522  C19 1.406, H37 0.960
4 O 0.64002 1.49822 0.85132  Cl1 1.475
5 O 1.54726 -0.66869 1.13010  Cl1 1.462
6 O 3.91269 3.47681 -2.76793  C20 1.383, H31 0.960
7 O 1.11118 0.44633 5.66935  C23 1.397, H56 0.960
8 O 0.99722 -2.51536 -5.90850  S2 1.573
9 O 0.31340 4.91690 3.88993  C18 1.390, H43 0.960
10 O 1.19648 0.13340 -0.99167  Cl1 1.416
11 O -1.25523 -3.96624 3.08453  C17 1.422, H61 0.960
12 O -0.67443 -0.41619 0.35224  Cl1 1.419
13 O 4.07052 -1.00719 -1.23175  C21 1.386, H52 0.960
14 N -2.93343 1.83243 0.57800  C15 1.315, C24 1.363, H51 1.010
15 C -4.11126 1.26279 0.44686  N14 1.315, C25 1.382, H30 1.080
16 C 0.98294 -3.00472 -3.08056  S2 1.922, H28 1.090, H46 1.090, H53 1.090
17 C -0.94360 -2.84705 2.26410  O11 1.422, H36 1.090, H44 1.090, H48 1.090
18 C 0.07865 3.54961 3.97265  O9 1.390, H27 1.090, H35 1.090, H60 1.090
19 C -2.03937 -0.77975 -2.72671  O3 1.406, H29 1.090, H55 1.090, H59 1.090
20 C 3.23259 2.27357 -2.80027  O6 1.383, H33 1.090, H39 1.090, H49 1.090
21 C 4.66835 -0.21334 -0.26498  O13 1.386, H32 1.090, H45 1.090, H47 1.090
22 C -0.40800 -4.71443 -4.92809  S2 1.878, H41 1.090, H57 1.090, H58 1.090
23 C 0.69604 -0.17960 4.49150  O7 1.397, H34 1.090, H38 1.090, H50 1.090
24 C -3.08992 3.05146 1.16638  N14 1.363, C26 1.411, H54 1.080
25 C -5.10879 2.09763 0.91246  C15 1.382, C26 1.419, H40 1.080
26 C -4.46462 3.26117 1.40703  C24 1.411, C25 1.419, H42 1.080
27 H 0.38845 3.14154 4.93473  C18 1.090
28 H 0.33387 -3.51249 -2.36713  C16 1.090
29 H -1.01028 -0.43826 -2.83837  C19 1.090
30 H -4.10134 0.24542 0.08457  C15 1.080
31 H 3.20145 4.08714 -2.56002  O6 0.960
32 H 4.44700 0.84751 -0.38202  C21 1.090
33 H 3.85341 1.39782 -2.98933  C20 1.090
34 H 1.47813 -0.20497 3.73269  C23 1.090
35 H -0.94175 3.24981 3.73388  C18 1.090
36 H -1.29034 -3.08234 1.25786  C17 1.090
37 H -2.69129 0.35082 -4.10293  O3 0.960
38 H 0.23199 -1.16193 4.57978  C23 1.090
39 H 2.53862 2.17114 -3.63455  C20 1.090
40 H -6.14636 1.79790 0.91349  C25 1.080
41 H 0.54361 -5.22673 -5.06983  C22 1.090
42 H -4.91929 4.10364 1.90696  C26 1.080
43 H 1.21649 5.12274 4.14223  O9 0.960
44 H 0.13644 -2.71336 2.20292  C17 1.090
45 H 4.31190 -0.37783 0.75187  C21 1.090
46 H 1.32557 -2.03614 -2.71649  C16 1.090
47 H 5.73913 -0.35386 -0.11735  C21 1.090
48 H -1.45113 -2.04721 2.80333  C17 1.090
49 H 2.74211 2.07239 -1.84788  C20 1.090
50 H -0.08296 0.37560 3.96898  C23 1.090
51 H -2.02098 1.43978 0.39534  N14 1.010
52 H 3.15968 -0.70747 -1.27797  O13 0.960
53 H 1.88682 -3.56851 -3.31127  C16 1.090
54 H -2.20266 3.62160 1.39899  C24 1.080
55 H -1.92712 -1.79007 -2.33334  C19 1.090
56 H 0.74748 -0.08878 6.37856  O7 0.960
57 H -1.05947 -4.78549 -5.79909  C22 1.090
58 H -0.96059 -5.01473 -4.03783  C22 1.090
59 H -2.53060 -0.34962 -1.85391  C19 1.090
60 H 0.69946 3.03297 3.24068  C18 1.090
61 H -1.98306 -3.72362 3.66159  O11 0.960

Properties
Energy ... -60372.2735 eV
LUMO level ... 2.5 eV
Max |F| ... 4.8 eV/Å
Total charge ... -1
Gap between HOMO and LUMO ... 8.298 eV

# 2
A 2-piece molecular cluster, C9H11INO6 overall. Source: OMol25; level of theory: ωB97M-V/def2-TZVPD.

Last columns: bonded neighbours and bond lengths (Å).
Element x y z (Å)
1 I -2.41682 -4.11803 0.63350  C13 2.156
2 O -1.81352 0.14566 0.14886  C9 1.371, C15 1.419
3 O -2.14865 -3.14529 3.36835  C13 1.184
4 O -0.45180 -1.56174 -0.32500  C9 1.366, C14 1.412
5 O -1.93459 -0.82918 -1.88050  C9 1.178
6 O 0.68559 3.19043 -0.68957  C11 1.346
7 O 0.35072 -2.01954 1.85122  C12 1.301, C14 1.413
8 N 2.73310 -2.54321 1.64691  C12 1.147
9 C -1.44705 -0.76190 -0.81073  O2 1.371, O4 1.366, O5 1.178
10 C -2.59152 -1.26437 1.97322  C13 1.514, C15 1.560, H22 1.092, H28 1.091
11 C 1.29108 2.72343 -1.79734  O6 1.346, C16 1.548, C17 1.543, H18 1.126
12 C 1.62385 -2.27257 1.76079  O7 1.301, N8 1.147
13 C -2.33289 -2.72528 2.27683  I1 2.156, O3 1.184, C10 1.514
14 C -0.14294 -1.04675 0.95319  O4 1.412, O7 1.413, C15 1.517, H23 1.097
15 C -1.43172 -0.38765 1.40766  O2 1.419, C10 1.560, C14 1.517, H26 1.087
16 C 2.83169 2.83236 -1.69833  C11 1.548, H21 1.101, H25 1.095, H27 1.092
17 C 0.93489 1.24054 -2.03080  C11 1.543, H19 1.092, H20 1.100, H24 1.098
18 H 1.01864 3.24808 -2.75517  C11 1.126
19 H -0.14690 1.15147 -2.14690  C17 1.092
20 H 1.40702 0.79391 -2.91813  C17 1.100
21 H 3.34403 2.45131 -2.59478  C16 1.101
22 H -2.88569 -0.84175 2.93597  C10 1.092
23 H 0.60739 -0.26239 0.79347  C14 1.097
24 H 1.25056 0.66050 -1.15332  C17 1.098
25 H 3.18181 2.26162 -0.83231  C16 1.095
26 H -1.19974 0.36346 2.15838  C15 1.087
27 H 3.11792 3.87800 -1.56376  C16 1.092
28 H -3.43443 -1.16110 1.28828  C10 1.091

Properties
Energy ... -31385.4880 eV
LUMO level ... 2.0 eV
Max |F| ... 1.2 eV/Å
Total charge ... -1
Gap between HOMO and LUMO ... 4.638 eV

# 3
A 4-piece molecular cluster, C24H46BN3O7Si overall. Source: OMol25; level of theory: ωB97M-V/def2-TZVPD.

Last columns: bonded neighbours and bond lengths (Å).
Element x y z (Å)
1 Si -0.51889 1.92107 -0.11630  C18 1.892, C21 1.896, B36 2.012, H59 1.488
2 O 4.45053 5.92564 -4.63181  C12 1.218
3 O -1.18193 1.26669 2.64352  C13 1.427, B36 1.383
4 O 0.98771 -4.35288 -0.65451  C16 1.197
5 O -2.90474 -3.03306 4.95640  C33 1.217
6 O -7.49498 -2.49388 1.44040  C30 1.219
7 O -2.82713 0.42025 1.15537  B36 1.389, H79 0.962
8 O 2.11970 -2.65725 -1.57325  C16 1.332, C17 1.440
9 N -5.32696 -3.07973 1.78319  C24 1.456, C30 1.341, C35 1.451
10 N 5.87035 4.24543 -4.05777  C12 1.344, C14 1.449, C32 1.455
11 N -2.32571 -4.67866 6.40483  C23 1.454, C31 1.449, C33 1.345
12 C 5.36164 5.48502 -3.95369  O2 1.218, N10 1.344, H77 1.103
13 C -1.85681 2.25452 3.42138  O3 1.427, H62 1.084, H63 1.092, H67 1.088
14 C 6.95781 3.78810 -3.21589  N10 1.449, H47 1.092, H80 1.092, H81 1.088
15 C -0.12638 2.25166 -3.71172  C20 1.395, C28 1.390, H61 1.080
16 C 1.46785 -3.81830 -1.61228  O4 1.197, O8 1.332, C22 1.495
17 C 2.51020 -2.22730 -0.25599  O8 1.440, C26 1.534, H48 1.084, H49 1.083
18 C 0.79759 0.69034 -0.69089  Si1 1.892, C27 1.549, H46 1.087, H50 1.089
19 C 1.66945 6.13300 -3.14257  C29 1.504, H41 1.090, H65 1.088, H75 1.086
20 C -0.50498 3.04980 -2.63249  C15 1.395, C21 1.514, C34 1.403
21 C -1.50333 2.54949 -1.61023  Si1 1.896, C20 1.514, H45 1.088, H58 1.089
22 C 1.37342 -4.40149 -2.98576  C16 1.495, H55 1.086, H57 1.082, H66 1.086
23 C -1.24315 -5.13077 5.54563  N11 1.454, H44 1.087, H60 1.090, H64 1.090
24 C -3.94524 -2.66269 1.97835  N9 1.456, H52 1.088, H76 1.093, H82 1.086
25 C 1.38693 3.97863 -4.42650  C28 1.395, C29 1.394, H68 1.082
26 C 1.37953 -1.50552 0.48843  C17 1.534, C27 1.539, H51 1.087, H71 1.085
27 C 1.52998 0.02646 0.50122  C18 1.549, C26 1.539, H39 1.087, H69 1.088
28 C 0.82075 2.71768 -4.61542  C15 1.390, C25 1.395, H42 1.079
29 C 1.02678 4.78977 -3.35212  C19 1.504, C25 1.394, C34 1.395
30 C -6.32360 -2.19993 1.60553  O6 1.219, N9 1.341, H72 1.104
31 C -2.56699 -5.36091 7.66041  N11 1.449, H40 1.088, H43 1.092, H70 1.092
32 C 5.31158 3.33634 -5.04617  N10 1.455, H73 1.087, H74 1.090, H78 1.091
33 C -3.07126 -3.63478 6.00118  O5 1.217, N11 1.345, H53 1.103
34 C 0.06859 4.31797 -2.45516  C20 1.403, C29 1.395, H37 1.080
35 C -5.64641 -4.49488 1.78030  N9 1.451, H38 1.087, H54 1.091, H56 1.091
36 B -1.64893 1.12934 1.34865  Si1 2.012, O3 1.383, O7 1.389
37 H -0.24773 4.90582 -1.60618  C34 1.080
38 H -4.73697 -5.06963 1.93584  C35 1.087
39 H 1.19825 0.40969 1.46316  C27 1.087
40 H -3.40616 -4.90123 8.17776  C31 1.088
41 H 2.69431 6.08439 -3.51184  C19 1.090
42 H 1.13428 2.10540 -5.44659  C28 1.079
43 H -1.68340 -5.29910 8.29867  C31 1.092
44 H -0.74057 -5.97543 6.00942  C23 1.087
45 H -2.16574 3.36908 -1.33953  C21 1.088
46 H 1.46823 1.24392 -1.34342  C18 1.087
47 H 6.64159 2.92259 -2.63041  C14 1.092
48 H 2.81877 -3.08697 0.32855  C17 1.084
49 H 3.35025 -1.55989 -0.40635  C17 1.083
50 H 0.29406 -0.05754 -1.30167  C18 1.089
51 H 1.33180 -1.87491 1.50964  C26 1.087
52 H -3.58939 -3.02353 2.94159  C24 1.088
53 H -3.86634 -3.36490 6.71625  C33 1.103
54 H -6.36128 -4.72080 2.57279  C35 1.091
55 H 1.44007 -3.63026 -3.74716  C22 1.086
56 H -6.09841 -4.77690 0.82833  C35 1.091
57 H 0.42740 -4.91989 -3.06614  C22 1.082
58 H -2.11615 1.76404 -2.04999  C21 1.089
59 H 0.21926 3.07690 0.46113  Si1 1.488
60 H -1.63587 -5.42972 4.57357  C23 1.090
61 H -0.57646 1.27376 -3.79920  C15 1.080
62 H -1.62493 2.06327 4.46275  C13 1.084
63 H -2.93875 2.15456 3.31721  C13 1.092
64 H -0.52851 -4.32283 5.38764  C23 1.090
65 H 1.74251 6.34970 -2.07855  C19 1.088
66 H 2.18276 -5.10861 -3.14112  C22 1.086
67 H -1.53964 3.25915 3.15064  C13 1.088
68 H 2.12497 4.34883 -5.12589  C25 1.082
69 H 2.58735 0.25615 0.38734  C27 1.088
70 H -2.79848 -6.41236 7.47959  C31 1.092
71 H 0.45986 -1.79591 -0.00956  C26 1.085
72 H -5.97827 -1.15142 1.62489  C30 1.104
73 H 5.83473 2.38483 -4.99914  C32 1.087
74 H 4.25142 3.17787 -4.85021  C32 1.090
75 H 1.11649 6.93727 -3.61932  C19 1.086
76 H -3.32445 -3.07767 1.17993  C24 1.093
77 H 5.85572 6.08983 -3.17474  C12 1.103
78 H 5.41562 3.76059 -6.04543  C32 1.091
79 H -3.59620 0.97731 1.00111  O7 0.962
80 H 7.81532 3.50500 -3.82947  C14 1.092
81 H 7.25996 4.58072 -2.53500  C14 1.088
82 H -3.87043 -1.57907 1.95531  C24 1.086

Properties
Energy ... -52992.8041 eV
LUMO level ... 0.5 eV
Max |F| ... 1.0 eV/Å
Gap between HOMO and LUMO ... 8.785 eV

# 4
A 2-piece molecular cluster, C4H11NO2 overall. Source: OMol25; level of theory: ωB97M-V/def2-TZVPD.

Last columns: bonded neighbours and bond lengths (Å).
Element x y z (Å)
1 O -0.01513 0.28825 2.54854  C6 1.387, H13 0.962
2 O -0.24627 -1.63491 3.51365  C6 1.217
3 N -0.76002 0.06638 -1.99050  C5 1.480, H11 1.009, H14 1.010
4 C -0.74832 -1.64930 1.19996  C6 1.449, H10 1.081, H15 1.113, H18 1.095
5 C 0.51833 0.33211 -1.29409  N3 1.480, C7 1.518, H8 1.087, H17 1.102
6 C -0.25284 -1.07355 2.43426  O1 1.387, O2 1.217, C4 1.449
7 C 0.92938 1.79229 -1.35527  C5 1.518, H9 1.116, H12 1.073, H16 1.104
8 H 1.33338 -0.29030 -1.65539  C5 1.087
9 H 0.82383 2.22865 -2.37697  C7 1.116
10 H -0.40438 -1.48625 0.18802  C4 1.081
11 H -1.36573 0.87369 -1.98756  N3 1.009
12 H 0.50311 2.52303 -0.69549  C7 1.073
13 H 0.07193 0.40336 3.49978  O1 0.962
14 H -0.54996 -0.21901 -2.93608  N3 1.010
15 H -0.41170 -2.70351 1.08542  C4 1.113
16 H 2.00249 1.93278 -1.13973  C7 1.104
17 H 0.40257 0.09714 -0.22373  C5 1.102
18 H -1.83067 -1.48085 1.18520  C4 1.095

Properties
Energy ... -9910.7626 eV
LUMO level ... 0.8 eV
Max |F| ... 4.0 eV/Å
Gap between HOMO and LUMO ... 10.221 eV

# 5
One molecule with the formula C5H7N. Source: OMol25; level of theory: ωB97M-V/def2-TZVPD.

Last columns: bonded neighbours and bond lengths (Å).
Element x y z (Å)
1 N 0.01613 -0.86117 1.05802  C2 1.268, C4 1.342
2 C -0.44211 -0.37336 -0.01877  N1 1.268, C3 1.454, C6 1.494
3 C -1.36585 -1.19426 -0.78424  C2 1.454, H8 1.108, H9 1.089, H10 1.075
4 C 1.15770 -0.34655 1.54146  N1 1.342, C5 1.491
5 C 1.53309 0.75721 0.61136  C4 1.491, C6 1.615, H7 1.011, H13 1.089
6 C 0.11775 1.00731 -0.12425  C2 1.494, C5 1.615, H11 1.109, H12 1.064
7 H 1.92354 1.51582 1.15347  C5 1.011
8 H -1.85336 -0.62340 -1.59917  C3 1.108
9 H -0.91867 -2.09924 -1.19184  C3 1.089
10 H -2.05084 -1.42945 0.01059  C3 1.075
11 H 0.00514 1.50156 -1.11066  C6 1.109
12 H -0.39355 1.56618 0.62332  C6 1.064
13 H 2.27102 0.57936 -0.16929  C5 1.089

Properties
Spin multiplicity ... 3
<S²> ... 2.0285
Energy ... -6783.5948 eV
LUMO level (spin up / spin down) ... 1.1 / -0.6 eV
Max |F| ... 6.0 eV/Å
Gap between HOMO and LUMO (spin up / spin down) ... 8.053 / 9.149 eV

# 6
A 14-piece molecular cluster, C3H31O15S2 overall. Source: OMol25; level of theory: ωB97M-V/def2-TZVPD.

Last columns: bonded neighbours and bond lengths (Å).
Element x y z (Å)
1 S -0.00854 -2.56247 0.86951  S2 2.161, C20 1.901
2 S -0.67044 -4.52229 0.24565  S1 2.161, H44 1.235
3 O 1.13466 2.75522 0.30047  H36 1.076, H50 0.970
4 O -1.53678 2.76812 2.87896  H32 0.908, H51 0.995
5 O -4.37849 -0.86213 1.46893  H39 0.962, H49 0.956
6 O 3.28414 2.46041 -3.23165  H24 1.043, H29 0.916
7 O 2.48880 -2.41096 -2.46300  H41 1.053, H47 0.988
8 O -1.27204 0.90882 -1.79292  C19 1.225
9 O -0.94217 3.58698 -3.06347  H22 0.852, H35 1.013
10 O 4.06624 -2.97482 -0.18699  H37 1.001, H48 0.868
11 O -2.69803 -2.31940 3.05116  H31 0.940, H33 0.973
12 O 3.42746 0.04798 0.87853  H40 0.930, H45 0.952
13 O -1.23427 -0.71453 -3.85167  H34 0.866, H46 0.985
14 O 0.31380 1.43609 3.84539  H26 0.931, H38 0.985
15 O -0.79787 -0.90795 3.99659  H21 0.957, H23 0.876
16 O -1.45233 2.31094 -0.04964  C19 1.222
17 O 1.12210 -0.05077 -3.08953  H28 1.017, H43 0.967
18 C -0.51024 0.11594 0.31885  C19 1.639, C20 1.484, H27 1.088, H30 1.149
19 C -1.23480 1.25018 -0.61666  O8 1.225, O16 1.222, C18 1.639
20 C -0.51331 -1.20344 -0.35948  S1 1.901, C18 1.484, H25 1.231, H42 1.011
21 H 0.01681 -1.31141 3.69716  O15 0.957
22 H -0.40493 3.01757 -3.39937  O9 0.852
23 H -0.84361 -0.03475 3.94190  O15 0.876
24 H 2.50566 1.80510 -3.00326  O6 1.043
25 H -1.62663 -1.56985 -0.73437  C20 1.231
26 H -0.47738 1.90692 3.98030  O14 0.931
27 H 0.44410 0.63683 0.36198  C18 1.088
28 H 0.39295 0.13437 -2.40520  O17 1.017
29 H 3.33459 3.02037 -2.50863  O6 0.916
30 H -0.96049 0.08951 1.37538  C18 1.149
31 H -2.34606 -1.46381 3.21530  O11 0.940
32 H -1.38004 2.58693 2.00307  O4 0.908
33 H -1.95574 -2.85714 3.37688  O11 0.973
34 H -1.73564 -1.03797 -4.47986  O13 0.866
35 H -1.38893 3.21956 -2.23165  O9 1.013
36 H 0.07728 2.80519 0.49219  O3 1.076
37 H 3.35237 -3.43369 -0.71765  O10 1.001
38 H 1.02237 2.05527 3.55259  O14 0.985
39 H -3.69286 -1.29061 0.94810  O5 0.962
40 H 3.00884 -0.56421 0.31806  O12 0.930
41 H 2.32475 -1.37298 -2.39768  O7 1.053
42 H 0.10109 -1.27182 -1.15910  C20 1.011
43 H 0.68376 -0.76490 -3.57246  O17 0.967
44 H -1.89305 -4.52026 0.42179  S2 1.235
45 H 2.83448 0.74889 0.62559  O12 0.952
46 H -1.46467 -0.01592 -3.19635  O13 0.985
47 H 3.43171 -2.40510 -2.16862  O7 0.988
48 H 3.86071 -3.22357 0.61864  O10 0.868
49 H -4.74670 -0.23571 0.84761  O5 0.956
50 H 1.44791 3.64339 0.07018  O3 0.970
51 H -2.51057 2.59191 2.97845  O4 0.995

Properties
Energy ... -55997.3807 eV
LUMO level ... 2.3 eV
Max |F| ... 9.8 eV/Å
Total charge ... -1
Gap between HOMO and LUMO ... 8.787 eV